The following is a quantum chemistry calculation of 2 unconnected molecules or ions with the total composition C4H9F2NS, from OMol25.

Properties
Charge: 0
Multiplicity: 1
LUMO energy (alpha / beta) in eV: 0.5519 / 0.6973
HOMO-LUMO gap (alpha / beta) in Ha: 0.2613 / 0.2947
Energy relative to the best compared isomer or geometry (same formula, charge and spin) in kcal/mol: 7.48
Electronic energy in eV: -22050.1080

The geometry in XYZ format:
```
17
Properties=species:S:1:pos:R:3:lowdin_charge:R:1
C -0.477 -0.655 2.277 -0.186
C 0.808 -0.292 1.601 -0.480
C -0.552 0.736 -0.623 -0.488
C 0.839 -0.657 -2.214 -0.257
N -1.060 1.813 -1.299 0.022
F 0.024 -1.728 -1.725 -0.128
F 2.087 -1.006 -2.007 0.009
S 0.463 1.250 0.677 0.934
H -0.750 0.111 3.037 0.087
H -1.278 -0.516 1.625 0.036
H -0.466 -1.560 2.782 0.053
H 0.984 -1.031 0.877 0.041
H 1.719 -0.149 2.327 0.127
H -0.945 -0.156 -0.742 0.010
H 0.631 -0.592 -3.292 0.084
H -1.666 1.920 -2.050 0.081
H -0.360 2.513 -1.252 0.056
```